Entry 1:
The following is a DFT calculation (the ωB97M-V functional and the def2-TZVPD basis) of C40H62FeN3PS2SbSi4 as an isolated structure.

Geometry as ORCA input:
```
! wB97M-V def2-TZVPD RIJCOSX def2/J DEFGRID3
* xyz 0 6
Fe 0.19 0.03 0.15
C 0.73 -1.57 -1.19
Si 1.99 -1.05 -2.41
C 1.21 0.57 -2.95
N 1.03 1.43 -1.76
C 2.35 2.09 -1.44
C 2.19 3.53 -1.02
C 1.59 4.37 -2.15
C 0.45 3.61 -2.86
C -0.01 2.45 -2.00
C 3.70 -0.90 -1.71
C 4.72 -0.27 -2.44
C 6.00 -0.15 -1.93
C 6.29 -0.68 -0.68
C 5.31 -1.32 0.06
C 4.02 -1.43 -0.46
C 2.07 -2.17 -3.91
C 1.03 -2.20 -4.85
C 1.06 -3.07 -5.94
C 2.13 -3.94 -6.10
C 3.17 -3.93 -5.18
C 3.14 -3.05 -4.10
H 0.88 -2.49 -0.63
H -0.23 -1.60 -1.71
H 0.22 0.30 -3.33
H 1.73 1.10 -3.76
H 2.98 2.05 -2.34
H 2.86 1.52 -0.67
H 3.17 3.92 -0.75
H 1.58 3.59 -0.11
H 2.38 4.59 -2.88
H 1.25 5.33 -1.77
H 0.77 3.24 -3.84
H -0.40 4.27 -3.05
H -0.88 1.94 -2.42
H -0.31 2.85 -1.03
H 4.51 0.14 -3.43
H 6.77 0.34 -2.50
H 7.29 -0.58 -0.27
H 5.53 -1.74 1.03
H 3.25 -1.92 0.13
H 0.18 -1.53 -4.75
H 0.24 -3.07 -6.65
H 2.16 -4.62 -6.94
H 4.01 -4.60 -5.31
H 3.96 -3.05 -3.40
S 1.17 -1.56 1.78
C 2.22 -0.28 2.26
S 1.75 1.27 1.66
C 3.36 -0.51 2.98
C 4.25 0.57 3.33
N 4.97 1.43 3.60
C 3.72 -1.84 3.37
N 3.99 -2.92 3.67
C -6.04 -2.51 0.70
Si -4.80 -1.15 0.43
C -5.17 -0.39 -1.25
C -5.16 0.06 1.80
Sb -2.29 -1.75 0.39
Si -2.15 -3.28 2.46
C -0.84 -4.56 2.19
C -3.78 -4.12 2.76
C -1.77 -2.22 3.93
Si -2.43 -3.44 -1.56
C -3.94 -4.52 -1.46
C -0.96 -4.56 -1.67
C -2.57 -2.41 -3.11
H -7.02 -2.05 0.55
H -6.00 -2.91 1.71
H -5.95 -3.35 0.00
H -5.97 0.35 -1.16
H -5.50 -1.16 -1.94
H -4.30 0.10 -1.69
H -6.25 0.21 1.82
H -4.69 1.03 1.69
H -4.87 -0.34 2.78
H -1.16 -5.30 1.46
H -0.67 -5.08 3.14
H 0.11 -4.13 1.87
H -4.14 -4.66 1.89
H -4.54 -3.40 3.07
H -3.64 -4.84 3.58
H -0.87 -1.62 3.77
H -1.60 -2.86 4.80
H -2.60 -1.55 4.17
H -4.14 -4.91 -0.46
H -3.77 -5.38 -2.13
H -4.83 -4.00 -1.82
H -0.87 -5.20 -0.79
H -0.02 -4.04 -1.81
H -1.13 -5.21 -2.54
H -3.40 -1.71 -3.04
H -2.76 -3.08 -3.96
H -1.65 -1.86 -3.32
C -3.05 2.25 0.38
P -1.42 1.85 1.10
C -1.82 1.21 2.76
C -0.78 3.53 1.48
C -1.03 4.59 0.61
C -0.52 5.86 0.86
C 0.24 6.08 2.00
C 0.47 5.04 2.89
C -0.03 3.77 2.63
H -2.92 2.73 -0.59
H -3.61 2.91 1.04
H -3.60 1.33 0.22
H -2.31 1.98 3.36
H -0.90 0.89 3.25
H -2.48 0.35 2.66
H -1.63 4.45 -0.28
H -0.72 6.67 0.17
H 0.64 7.07 2.21
H 1.07 5.20 3.78
H 0.18 2.97 3.32
*
```

Results
E_tot (Eh): -5525.4107
Molecular weight (g mol⁻¹): 970.01
Strongest force on any atom (eV Å⁻¹): 1.0

Results of the Löwdin charge analysis, in e, for atoms 1 through 8: number 1, Fe, carries 0.35; number 2, C, carries -0.37; number 3, Si, carries 0.59; number 4, C, carries -0.24; number 5, N, carries -0.22; number 6, C, carries -0.21; number 7, C, carries -0.18; number 8, C, carries -0.17

---

Entry 2:
The following is a DFT calculation (the ωB97M-V functional and the def2-TZVPD basis) of C40H63HfN7O6SeSi as an isolated structure.

Geometry as ORCA input:
```
! wB97M-V def2-TZVPD RIJCOSX def2/J DEFGRID3
* xyz 0 1
Hf 0.13 -0.15 -0.31
C -2.65 1.13 0.78
N -2.02 -0.21 0.91
C -3.01 -1.17 0.35
C -1.87 -0.53 2.35
C -1.00 -1.76 2.56
N 0.41 -1.45 2.31
C 0.96 -0.74 3.47
C 1.20 -2.69 2.19
H -3.55 1.16 1.38
H -2.88 1.31 -0.27
H -1.97 1.91 1.11
H -3.99 -0.96 0.78
H -2.73 -2.19 0.59
H -3.05 -1.06 -0.73
H -2.86 -0.69 2.78
H -1.43 0.33 2.85
H -1.30 -2.56 1.89
H -1.14 -2.13 3.59
H 0.92 -1.39 4.36
H 0.40 0.16 3.69
H 2.00 -0.48 3.29
H 1.10 -3.30 3.10
H 2.25 -2.43 2.06
H 0.89 -3.25 1.32
C 0.59 2.31 2.23
N 1.16 1.29 1.36
C 2.44 1.14 1.41
C 3.05 0.10 0.68
C 4.37 -0.31 0.60
C 4.38 -1.44 -0.23
C 3.07 -1.65 -0.62
N 2.24 -0.73 -0.08
C 0.76 3.83 1.90
C -0.21 4.25 0.79
C -0.23 5.69 0.36
C 0.83 6.45 0.11
C 2.22 6.07 0.33
C 2.72 5.00 0.94
H 1.00 2.16 3.22
H -0.48 2.14 2.31
H 3.05 1.79 2.04
H 5.21 0.15 1.09
H 5.23 -2.03 -0.52
H 2.68 -2.42 -1.28
H -1.22 4.03 1.17
H -1.22 6.11 0.17
H 0.67 7.45 -0.27
H 2.97 6.75 -0.05
H 3.80 4.87 0.98
C -2.57 -0.63 -4.41
N -1.14 -0.52 -4.16
C -0.20 -0.73 -5.14
C 1.11 -0.71 -4.87
C 1.59 -0.47 -3.51
O 2.77 -0.38 -3.23
N 0.58 -0.33 -2.55
C -0.71 -0.32 -2.88
O -1.53 -0.16 -1.94
H -2.72 -0.90 -5.46
H -3.07 0.31 -4.21
H -3.00 -1.40 -3.78
H -0.60 -0.90 -6.13
H 1.84 -0.86 -5.65
Se -0.09 -2.94 -1.09
C -1.61 -3.99 -0.58
C -1.61 -4.82 0.54
C -2.74 -5.57 0.84
N -3.85 -5.57 0.10
C -3.83 -4.81 -0.99
C -2.76 -4.02 -1.37
H -0.74 -4.89 1.17
H -2.74 -6.21 1.71
H -4.73 -4.83 -1.60
H -2.82 -3.42 -2.27
C -1.58 5.37 -3.23
C -2.34 4.21 -2.60
C -3.74 4.66 -2.19
C -2.44 3.02 -3.56
O -1.71 3.76 -1.41
Si -0.20 3.36 -0.90
O -0.08 1.77 -0.82
O 2.14 3.93 1.52
C 0.54 4.57 3.30
C -0.71 4.02 4.02
C 0.32 6.09 3.21
C 1.76 4.37 4.20
O 0.96 4.02 -1.83
C 2.02 3.54 -2.67
C 1.42 2.81 -3.87
C 2.93 2.62 -1.87
C 2.78 4.78 -3.12
H -2.13 5.76 -4.08
H -0.59 5.05 -3.56
H -1.44 6.16 -2.49
H -4.32 4.97 -3.06
H -3.67 5.50 -1.50
H -4.26 3.84 -1.69
H -2.96 3.30 -4.48
H -2.98 2.21 -3.08
H -1.44 2.66 -3.82
H -1.59 4.04 3.37
H -0.93 4.65 4.87
H -0.58 3.01 4.39
H -0.61 6.34 2.71
H 1.14 6.59 2.70
H 0.26 6.48 4.23
H 2.03 3.33 4.35
H 1.55 4.80 5.18
H 2.63 4.89 3.80
H 0.76 2.02 -3.52
H 2.21 2.36 -4.47
H 0.85 3.51 -4.49
H 2.43 1.69 -1.61
H 3.26 3.12 -0.96
H 3.81 2.35 -2.46
H 2.10 5.47 -3.62
H 3.58 4.51 -3.81
H 3.21 5.29 -2.25
*
```

Results
E_tot (Eh): -5136.0263
Molecular weight (g mol⁻¹): 1023.52
Strongest force on any atom (eV Å⁻¹): 0.5

Results of the Löwdin charge analysis, in e, for atoms 1 through 8: number 1, Hf, carries 1.66; number 2, C, carries -0.07; number 3, N, carries -0.30; number 4, C, carries -0.08; number 5, C, carries -0.17; number 6, C, carries -0.19; number 7, N, carries -0.27; number 8, C, carries -0.09

---

Entry 3:
The following is a DFT calculation (the ωB97M-V functional and the def2-TZVPD basis) of C40H63N10O5SSbY as an isolated structure.

Geometry as ORCA input:
```
! wB97M-V def2-TZVPD RIJCOSX def2/J DEFGRID3
* xyz 1 1
Y 0.71 0.45 0.05
N 0.18 -1.98 0.66
C 1.41 -2.77 0.79
C 1.20 -4.27 1.02
C 0.08 -4.97 0.25
C 0.23 -4.99 -1.28
N 1.61 -5.21 -1.68
C 2.21 -6.36 -1.89
N 1.54 -7.51 -1.99
N 3.54 -6.37 -2.00
C 2.37 -2.34 -0.34
O 3.06 -3.18 -0.96
O 2.41 -1.10 -0.54
H -0.34 -1.99 1.53
H -0.46 -2.33 -0.04
H 1.91 -2.39 1.68
H 0.97 -4.41 2.08
H 2.15 -4.78 0.85
H -0.89 -4.52 0.48
H 0.01 -6.00 0.61
H -0.06 -4.03 -1.72
H -0.43 -5.72 -1.73
H 2.25 -4.40 -1.45
H 0.53 -7.52 -2.02
H 2.01 -8.36 -2.24
H 4.06 -5.51 -1.86
H 4.05 -7.21 -2.19
C -5.17 3.62 2.86
O -4.33 4.69 2.45
C -3.15 4.38 1.89
C -2.36 5.49 1.52
C -1.17 5.26 0.91
C -0.69 3.95 0.64
C 0.56 3.79 -0.07
C 1.39 4.98 -0.45
O 1.00 2.68 -0.40
C -1.47 2.83 1.06
O -1.10 1.59 0.88
C -2.72 3.09 1.66
H -6.06 4.08 3.28
H -4.68 3.01 3.62
H -5.45 2.99 2.01
H -2.72 6.49 1.73
H -0.57 6.10 0.61
H 1.76 5.48 0.44
H 0.82 5.71 -1.03
H 2.24 4.64 -1.04
H -3.35 2.25 1.90
C 4.44 2.44 -2.59
Sb 2.73 1.17 -2.69
C 3.72 -0.39 -3.77
C 1.79 2.12 -4.36
H 4.80 2.67 -3.59
H 5.23 1.94 -2.03
H 4.20 3.37 -2.08
H 4.31 0.04 -4.58
H 3.00 -1.10 -4.18
H 4.37 -0.93 -3.08
H 2.36 1.95 -5.27
H 1.73 3.20 -4.18
H 0.77 1.74 -4.49
C 1.10 -2.21 5.19
C 0.03 -1.75 4.45
C 0.20 -0.77 3.48
C 1.47 -0.26 3.17
C 2.55 -0.72 3.95
C 2.36 -1.67 4.94
N 1.66 0.58 2.08
C 2.53 1.66 2.27
C 3.45 1.99 1.26
C 4.25 3.13 1.36
C 4.17 3.94 2.48
C 3.29 3.59 3.51
C 2.48 2.48 3.41
H 0.97 -2.96 5.95
H -0.97 -2.13 4.65
H -0.65 -0.37 2.94
H 3.54 -0.32 3.76
H 3.22 -2.01 5.52
H 3.56 1.33 0.41
H 4.94 3.36 0.56
H 4.80 4.81 2.57
H 3.24 4.21 4.39
H 1.78 2.24 4.20
C -3.60 2.23 -3.54
C -2.64 2.90 -2.57
N -1.70 1.91 -2.07
C -1.35 0.75 -2.67
N -0.48 -0.03 -2.07
C -0.07 -1.22 -2.81
C -1.25 -1.85 -3.52
C -1.79 -0.84 -4.50
N -1.93 0.47 -3.87
C -2.78 1.44 -4.55
H -4.21 2.98 -4.05
H -4.26 1.55 -3.00
H -3.16 3.33 -1.72
H -2.10 3.71 -3.08
H -1.36 2.03 -1.12
H 0.41 -1.91 -2.11
H 0.71 -0.97 -3.54
H -2.02 -2.13 -2.80
H -0.94 -2.76 -4.06
H -2.77 -1.14 -4.88
H -1.12 -0.76 -5.37
H -3.43 0.89 -5.23
H -2.17 2.11 -5.16
C -4.76 -2.36 3.32
N -4.24 -2.19 1.97
C -3.41 -1.26 1.46
S -2.96 -1.36 -0.18
N -2.92 -0.26 2.19
C -3.14 0.11 3.58
H -5.17 -3.37 3.38
H -5.56 -1.65 3.55
H -3.98 -2.29 4.07
H -4.58 -2.81 1.27
H -2.25 0.31 1.67
H -2.63 -0.56 4.28
H -4.20 0.15 3.83
H -2.72 1.10 3.73
*
```

Results
E_tot (Eh): -3162.6384
Molecular weight (g mol⁻¹): 1006.74
Strongest force on any atom (eV Å⁻¹): 0.5

Results of the Löwdin charge analysis, in e, for atoms 1 through 8: number 1, Y, carries 1.46; number 2, N, carries 0.02; number 3, C, carries -0.26; number 4, C, carries -0.13; number 5, C, carries -0.16; number 6, C, carries -0.14; number 7, N, carries 0.09; number 8, C, carries -0.44

---

Q: What is the E_tot in the third record?
A: -3162.6384 Eh

---

Q: The lowest E_tot belongs to which entry?
A: C40H62FeN3PS2SbSi4

---

Q: Which value of E_tot does entry 3 give?
A: -3162.6384 Eh